# 1
{
  "formula": "C5H8ClNO",
  "method": "ωB97M-V/def2-TZVPD",
  "elements": ["N", "C", "C", "C", "O", "C", "C", "Cl", "H", "H", "H", "H", "H", "H", "H", "H"],
  "xyz": [[-1.6679, 1.6430, -0.3293], [-0.5477, 0.7995, -0.4962], [0.1357, 0.3444, 0.7877], [1.6111, 0.0759, 0.7347], [1.8112, -0.7104, -0.4259], [0.6113, -1.4564, -0.6685], [-0.5266, -0.6445, -0.1377], [-2.0519, -1.4191, 0.2813], [-2.2120, 1.3946, 0.5019], [-2.3374, 1.5514, -1.0824], [0.1360, 1.1265, -1.3153], [-0.2395, 0.7292, 1.7299], [2.2590, 1.0289, 0.6993], [1.8989, -0.4458, 1.6372], [0.4819, -1.5910, -1.7327], [0.6377, -2.4263, -0.1838]],
  "atomic_forces_ev_per_a": [[-1.18, 0.22, 0.44], [1.67, 0.54, -0.23], [-0.08, 0.79, -0.30], [0.61, 1.49, 0.00], [-0.36, -0.17, -0.29], [0.14, -0.12, -0.37], [-0.33, 0.28, 1.15], [0.30, -0.19, -0.15], [0.43, 0.12, -0.19], [0.12, -0.01, -0.30], [-0.62, -0.40, 0.56], [-0.39, -0.29, -0.13], [-0.95, -1.41, -0.30], [0.24, -0.41, 0.33], [0.37, -0.16, -0.42], [0.05, -0.27, 0.19]],
  "e_tot_ha": -785.4594,
  "relative_energy_ev": 1.868,
  "gap_ev": 10.170,
  "smiles": "N[C@H]1[C@@H]2COC[C@]12Cl",
  "multiplicity": 1
}

# 2
{
  "formula": "C11H42CuF2N3O14S2",
  "method": "ωB97M-V/def2-TZVPD",
  "elements": ["Cu", "N", "S", "O", "O", "F", "S", "O", "O", "F", "O", "H", "O", "H", "C", "C", "C", "O", "H", "H", "H", "H", "H", "H", "H", "H", "O", "H", "H", "O", "H", "H", "O", "H", "H", "O", "H", "H", "O", "H", "H", "C", "C", "C", "O", "C", "N", "H", "H", "H", "H", "H", "H", "H", "H", "H", "H", "H", "C", "C", "C", "O", "C", "N", "H", "H", "H", "H", "H", "H", "H", "H", "H", "H", "H"],
  "xyz": [[-3.2120, 6.8519, 24.3058], [-4.6761, 6.0124, 23.0895], [-6.1652, 6.1501, 23.0089], [-6.9691, 5.1339, 23.6349], [-6.7341, 6.8451, 21.8979], [-6.0945, 7.2617, 24.1902], [-4.5890, 4.9343, 21.7836], [-4.3074, 5.5561, 20.4540], [-5.4207, 3.7466, 21.8292], [-3.1586, 4.2736, 22.2611], [-3.3599, 9.0631, 24.4223], [-4.2679, 9.3873, 24.2645], [-2.0092, 5.0011, 24.5772], [-2.4939, 4.4884, 23.9014], [-1.4150, -0.1659, 22.1161], [-1.5297, 0.7927, 20.9124], [-2.9996, 1.0476, 20.5663], [-0.8964, 2.0289, 21.5284], [-0.3642, -0.2771, 22.3835], [-1.7943, -1.1184, 21.7459], [-2.1094, 0.0951, 22.9147], [-1.0069, 0.3295, 20.0756], [-3.0380, 1.5575, 19.6037], [-3.4962, 1.5535, 21.3943], [-3.4876, 0.0855, 20.4102], [-1.2691, 2.8175, 21.1275], [-0.4778, 3.2551, 23.7484], [-1.0544, 4.0131, 23.8443], [-0.7592, 2.8412, 22.9325], [-1.4919, 4.5129, 20.0540], [-1.5752, 5.4542, 19.9017], [-2.0115, 4.1102, 19.3583], [-1.9968, 7.1461, 22.2940], [-1.8526, 7.8000, 21.6100], [-1.3250, 6.4825, 22.1371], [-4.5229, 8.0848, 19.3141], [-4.6742, 8.6428, 20.0770], [-5.0641, 7.3111, 19.4716], [-2.0223, 7.1396, 19.1381], [-2.0265, 7.6642, 18.3375], [-2.9469, 6.9719, 19.3200], [-4.8705, 0.1732, 23.5718], [-6.3027, 0.6343, 23.4599], [-6.5818, 1.7032, 24.6029], [-6.4945, 0.9734, 25.8500], [-6.5962, 1.8293, 26.9682], [-6.5087, 1.1154, 22.0939], [-4.1585, 0.9981, 23.5996], [-4.5742, -0.5008, 22.7681], [-4.7000, -0.2831, 24.5469], [-7.0539, -0.1153, 23.7088], [-7.5416, 2.2194, 24.6213], [-5.8373, 2.4986, 24.5696], [-6.1561, 2.7968, 26.7267], [-6.1489, 1.4070, 27.8681], [-7.6551, 1.9256, 27.2081], [-7.4966, 1.2676, 21.9492], [-6.2114, 2.0789, 22.1525], [-6.2021, 4.1490, 17.9225], [-7.2802, 3.6811, 18.9245], [-8.3078, 4.8087, 19.0020], [-7.6830, 6.1190, 19.1178], [-8.5842, 7.2338, 19.1068], [-7.8913, 2.4385, 18.5019], [-5.2220, 3.6777, 17.9957], [-5.9561, 5.2086, 17.9928], [-6.5168, 3.9326, 16.9016], [-6.8130, 3.6315, 19.9081], [-8.9255, 4.5594, 19.8648], [-8.9455, 4.8226, 18.1181], [-9.3882, 7.0316, 19.8144], [-9.1845, 7.3567, 18.2053], [-8.0695, 8.1392, 19.4283], [-7.8291, 2.4671, 17.4942], [-8.8587, 2.3785, 18.7860]],
  "atomic_forces_ev_per_a": [[1.95, 0.95, -0.21], [3.25, -3.29, -3.60], [-7.36, 3.45, 4.93], [0.67, 0.19, -0.80], [0.61, -0.38, -0.47], [-0.70, 0.21, -0.23], [5.09, -1.84, -2.84], [-1.02, -1.53, 3.83], [0.56, 2.43, -0.10], [-1.60, 0.88, -1.06], [-0.55, -2.40, -0.23], [0.60, -0.44, 0.21], [-2.73, 2.74, -0.41], [-0.03, 0.43, 1.03], [-0.57, -0.48, -1.49], [-0.28, 1.05, 3.18], [1.00, -0.41, -0.24], [-0.66, -2.10, -2.30], [-0.24, 0.11, 0.42], [0.19, -0.46, 0.07], [0.55, 0.39, 0.18], [0.48, 0.69, -0.17], [-0.39, 0.45, 0.16], [-0.05, 0.19, -0.34], [-0.12, -0.05, 0.04], [0.01, 0.42, -0.55], [0.97, -0.71, 0.04], [0.41, 0.66, 0.69], [0.25, -0.57, 0.01], [0.37, -0.73, 0.20], [0.00, 0.54, -0.28], [-0.18, 0.00, -0.20], [-0.16, -0.18, 0.33], [-0.18, 0.38, -0.16], [0.24, -0.47, 0.19], [-0.11, 0.37, -0.49], [-0.02, 0.10, 0.29], [-0.44, -0.36, 0.20], [0.99, -0.30, 0.10], [-0.01, 0.11, -0.10], [-0.64, 0.34, 0.20], [0.35, -0.41, 0.91], [-0.70, 1.12, 1.03], [0.45, -1.08, 0.25], [0.65, 0.11, -0.41], [-0.57, -0.12, -0.28], [-0.47, 0.61, 0.59], [-0.17, 0.40, -0.38], [-0.19, -0.03, 0.06], [-0.08, -0.38, -0.05], [0.35, -0.61, -0.29], [-0.40, -0.19, -0.69], [0.36, 0.07, 0.03], [0.02, 0.15, 0.30], [0.40, -0.22, -0.30], [-0.25, 0.51, 0.06], [-0.48, -0.38, -0.16], [0.53, 0.09, -0.57], [0.61, -0.44, -0.20], [1.13, 1.90, -0.40], [0.08, 1.12, 0.08], [-0.54, -0.33, -0.19], [-0.62, -1.31, 0.92], [0.57, 0.01, -0.05], [-0.12, -0.53, 0.42], [-0.48, -0.05, 0.13], [-0.28, 0.18, -0.22], [-0.08, -0.41, 0.03], [-0.36, 0.50, 0.30], [-0.10, -0.14, -0.31], [0.04, 0.11, 0.66], [0.68, 0.07, -0.78], [0.14, -0.22, -0.32], [-0.46, -0.42, -0.17], [-0.12, -0.05, -0.01]],
  "e_tot_ha": -4298.3949,
  "gap_ev": [8.614, 6.562],
  "total_charge": -1,
  "multiplicity": 2
}

# 3
{
  "formula": "C3H7NO2",
  "method": "ωB97M-V/def2-TZVPD",
  "elements": ["C", "O", "C", "N", "O", "C", "H", "H", "H", "H", "H", "H", "H"],
  "xyz": [[-1.6782, 1.5705, 0.6435], [-0.0806, 0.9399, 0.6696], [-0.2503, -0.2775, 0.3324], [-1.0660, -1.0443, -0.2306], [1.3863, -0.6437, 0.3812], [2.1097, -0.9522, -0.7822], [-2.3177, 1.0122, 1.3227], [-2.0149, 1.5683, -0.3921], [-1.4601, 2.5907, 0.9486], [-1.6431, -1.6364, 0.3709], [2.8258, -1.7529, -0.5440], [1.4745, -1.2813, -1.6164], [2.7148, -0.0933, -1.1037]],
  "atomic_forces_ev_per_a": [[2.69, 0.27, -0.02], [-5.27, 1.48, 0.35], [5.01, -1.71, -2.44], [-0.09, 0.49, 1.96], [-2.42, 0.18, 0.67], [-0.14, -0.20, -0.11], [0.41, -0.07, -0.07], [0.28, -0.45, 0.15], [-0.11, -0.18, 0.25], [0.08, 0.12, -0.74], [-0.26, 0.03, -0.08], [0.05, -0.01, 0.14], [-0.22, 0.06, -0.06]],
  "e_tot_ha": -323.6031,
  "relative_energy_ev": 4.840,
  "gap_ev": 9.500,
  "smiles": "COC(=N)OC",
  "multiplicity": 1
}

# 4
{
  "formula": "CH3NOS2",
  "method": "ωB97M-V/def2-TZVPD",
  "elements": ["C", "N", "O", "S", "S", "H", "H", "H"],
  "xyz": [[-1.8606, -0.3325, -1.0526], [1.3673, -0.2212, 0.2738], [-3.0611, -0.3780, -1.0312], [1.1692, -1.8840, -0.0227], [2.6115, 0.4222, -0.5597], [-1.3428, 0.3811, -0.2625], [0.3087, -1.9083, 0.9747], [2.6150, 1.4333, 0.3303]],
  "atomic_forces_ev_per_a": [[-2.61, 1.01, 1.26], [-0.52, -1.45, 0.05], [2.74, -0.17, -0.33], [0.07, 0.87, 0.01], [0.48, 0.86, 0.18], [-0.09, -0.84, -0.95], [-0.54, -0.58, 0.33], [0.47, 0.31, -0.55]],
  "e_tot_ha": -966.1098,
  "relative_energy_ev": 3.782,
  "gap_ev": [8.092, 7.835],
  "multiplicity": 1
}

# 5
{
  "formula": "C13H25AlF12N2O18S7",
  "method": "ωB97M-V/def2-TZVPD",
  "elements": ["Al", "C", "F", "F", "F", "S", "O", "O", "N", "S", "O", "O", "C", "F", "F", "F", "C", "F", "F", "F", "S", "O", "O", "N", "S", "O", "O", "C", "F", "F", "F", "O", "H", "O", "S", "O", "O", "C", "C", "C", "H", "H", "H", "H", "H", "H", "H", "H", "O", "S", "O", "O", "C", "C", "C", "H", "H", "H", "H", "H", "H", "H", "H", "O", "S", "O", "O", "C", "C", "C", "H", "H", "H", "H", "H", "H", "H", "H"],
  "xyz": [[11.5409, 13.0909, -3.2945], [9.6529, 7.1193, -0.5209], [8.7736, 7.8133, 0.1767], [10.9408, 7.1877, -0.0090], [9.5135, 5.7629, -0.5531], [9.6369, 7.7266, -2.3670], [10.9718, 8.0706, -2.6831], [9.1298, 6.6678, -3.2409], [8.7958, 9.2021, -2.2460], [7.3661, 8.6778, -2.5710], [7.1152, 8.4226, -3.9699], [6.7610, 7.6764, -1.6952], [6.1768, 10.2374, -2.1686], [6.4966, 11.2412, -3.0209], [4.9952, 9.8088, -2.4034], [6.3780, 10.6891, -0.9429], [16.7839, 14.5667, -7.8454], [17.4797, 14.5197, -9.0004], [17.6957, 14.4085, -6.8045], [16.2850, 15.7926, -7.6435], [15.3127, 13.3484, -7.8926], [14.1460, 14.1941, -7.7151], [15.4203, 12.6610, -9.1882], [15.5028, 12.3599, -6.3839], [16.4348, 11.2787, -7.0067], [15.7420, 10.0444, -7.4344], [17.5203, 11.6695, -7.8963], [17.2907, 10.7085, -5.3284], [16.3789, 9.9499, -4.6941], [18.4561, 9.9951, -5.5664], [17.5609, 11.8405, -4.6372], [13.4443, 17.1226, -3.7262], [14.3996, 17.3106, -3.6440], [9.4563, 10.9554, -10.3040], [9.1030, 10.1015, -9.1416], [9.5397, 10.4930, -7.8378], [7.3935, 10.0479, -9.0828], [6.5256, 10.0323, -10.1028], [5.1334, 10.5674, -9.6026], [9.4117, 8.2731, -9.4238], [6.5645, 8.9760, -10.3687], [6.9328, 10.6145, -10.9294], [5.2719, 11.6358, -9.4370], [4.8591, 10.0849, -8.6646], [4.2941, 10.4810, -10.2927], [10.4650, 7.9952, -9.3837], [8.9620, 8.0555, -10.3926], [8.7717, 8.0543, -8.5690], [7.8609, 17.5692, -2.2146], [7.5064, 18.9308, -1.9903], [7.9135, 19.9970, -2.8503], [5.9155, 18.8730, -1.8448], [5.1060, 19.9626, -1.7219], [3.8177, 19.6118, -2.4984], [7.8339, 19.4374, -0.2200], [5.5322, 20.8390, -2.2100], [4.8520, 20.0915, -0.6697], [3.3797, 18.7043, -2.0827], [3.7043, 19.5044, -3.5771], [3.1982, 20.4415, -2.1580], [6.9867, 20.0359, 0.1148], [8.7404, 20.0382, -0.1472], [7.8436, 18.5617, 0.4289], [14.8998, 15.9910, 0.8537], [15.3479, 17.1294, 1.6420], [14.3955, 17.9272, 2.3766], [16.5630, 16.6605, 2.6028], [17.0329, 17.6071, 3.6084], [17.6056, 16.9505, 4.8974], [16.1362, 18.3678, 0.5824], [16.2869, 18.3634, 3.8523], [17.7804, 18.1758, 3.0553], [18.1939, 17.6946, 5.4344], [18.4384, 16.2912, 4.6526], [17.0090, 16.3123, 5.5492], [16.8734, 18.9840, 1.0972], [15.3235, 18.9726, 0.1801], [16.6965, 17.8702, -0.2092]],
  "atomic_forces_ev_per_a": [[-0.01, -0.05, -0.13], [2.13, -1.67, -0.86], [0.78, -1.04, 0.28], [-1.80, 1.37, -0.43], [-1.45, 1.48, 0.20], [1.27, -1.53, -1.10], [1.49, 0.97, 0.45], [-0.36, 1.65, 2.06], [0.91, -2.19, 0.04], [-5.85, 1.38, -0.06], [0.37, 0.44, -0.01], [1.17, 0.55, -0.13], [4.10, -0.86, -1.29], [-0.36, -0.20, 0.22], [-1.72, -0.06, 0.21], [-0.57, -0.09, 0.36], [2.33, 0.89, 1.00], [-1.13, -0.01, 1.28], [-1.53, -0.52, -1.46], [-0.04, -0.71, -0.63], [-2.02, 0.83, -1.57], [1.29, -1.00, 0.57], [-0.15, 0.82, 2.82], [-0.58, 2.37, -3.17], [2.96, -5.71, 0.55], [0.39, 2.02, 0.56], [-0.83, 0.36, 1.13], [0.18, 0.23, -1.35], [1.23, 0.60, -0.05], [-2.28, 1.33, 0.63], [0.08, -1.44, -0.15], [0.14, -0.19, 0.01], [-0.16, -0.03, -0.05], [-0.70, -2.04, 2.26], [-0.95, 1.51, -3.40], [-0.43, -0.50, -0.29], [4.61, 0.84, 4.57], [-1.76, -0.62, -2.39], [1.20, -0.01, -0.22], [-0.90, 2.35, 0.37], [-1.15, -0.17, -0.90], [-0.34, 0.17, -0.28], [-0.06, 0.01, 0.25], [0.10, 0.01, -0.03], [0.34, -0.34, -0.29], [-0.23, 0.25, 0.32], [-0.04, -0.10, 0.21], [0.34, -1.31, -0.11], [0.34, 0.20, -0.14], [-0.64, 0.62, 2.50], [-0.15, -0.24, -0.01], [2.28, -2.39, -0.62], [-1.79, 0.70, -1.95], [-0.91, 0.60, 1.63], [-0.08, -0.24, -0.86], [0.27, 0.23, 0.46], [0.00, 0.40, -0.02], [0.05, -0.03, 0.18], [1.07, 0.37, 0.00], [-0.73, -0.04, -0.40], [0.05, 0.16, -0.31], [0.00, -0.27, -0.12], [0.27, -0.10, -0.33], [1.02, 1.33, 1.29], [-0.13, 0.70, -0.56], [0.35, -0.92, 0.12], [-1.26, -0.29, -0.14], [0.27, 0.33, 0.48], [1.24, -0.36, -1.26], [0.36, -0.80, -0.37], [-0.49, -0.47, 0.01], [0.58, -0.10, 0.49], [-0.72, 0.42, 0.34], [-0.05, -0.31, -0.62], [-0.67, 0.69, -0.20], [-0.40, -0.02, 0.42], [0.13, -0.08, 0.06], [-0.25, -0.13, -0.09]],
  "e_tot_ha": -6201.5942,
  "relative_energy_ev": 10.399,
  "gap_ev": 1.419,
  "multiplicity": 1
}

# 6
{
  "formula": "C4H6N2",
  "method": "ωB97M-V/def2-TZVPD",
  "elements": ["C", "C", "N", "N", "C", "C", "H", "H", "H", "H", "H", "H"],
  "xyz": [[2.3623, -0.4080, -1.4125], [1.5627, -0.3229, -0.3866], [0.6683, -0.2760, 0.4692], [-0.5612, -0.4785, -0.2717], [-1.8071, -0.3198, 0.4525], [-1.2946, 0.7673, -0.4194], [2.5775, 0.4789, -1.9964], [2.7642, -1.3723, -1.7030], [-1.7849, -0.1521, 1.5250], [-2.5806, -0.9975, 0.0989], [-1.6605, 0.9871, -1.4192], [-0.8807, 1.6210, 0.1112]],
  "atomic_forces_ev_per_a": [[0.03, 0.02, 0.23], [-0.28, -0.08, 0.18], [0.50, -0.12, -0.57], [-0.21, -0.05, -0.21], [-0.17, -0.07, 0.17], [-0.13, 0.31, -0.10], [0.14, -0.10, 0.09], [0.05, 0.17, 0.05], [0.13, 0.01, -0.11], [0.10, 0.15, 0.11], [-0.13, -0.15, 0.22], [-0.02, -0.09, -0.07]],
  "e_tot_ha": -265.3892,
  "relative_energy_ev": 3.982,
  "gap_ev": 10.352,
  "smiles": "C=C=NN1CC1",
  "multiplicity": 1
}